# 1
A structure of composition C18H26BBeCl4F10N7O4S2 at a distorted geometry, computed with ωB97M-V/def2-TZVPD.

Geometry as XYZ:
```
73
Properties=species:S:1:pos:R:3
Be -0.0833 -0.1972 -0.2612
B -0.7899 -0.4613 -3.1780
F -1.5696 -1.3767 -3.7482
F -1.5375 0.1731 -2.1932
F 0.3504 -1.0478 -2.5901
F -0.4895 0.4532 -4.1342
C 2.9347 1.2731 2.8538
F 3.3240 2.5051 3.2811
F 3.6183 0.9625 1.7160
F 3.3673 0.4328 3.7301
S 0.9707 1.2260 2.6007
O 0.3640 1.6748 3.8617
O 0.8115 2.1679 1.4893
N 0.6266 -0.3405 2.0215
S 0.1865 -1.1674 3.1805
O 0.8808 -0.8807 4.4207
O -1.2369 -1.2497 3.3452
C 0.8087 -2.9431 2.6819
F 2.0957 -2.9626 2.3661
F 0.6336 -3.6609 3.7606
F 0.0982 -3.3472 1.6530
C -5.0014 -1.2331 -2.7463
C -5.4242 -1.4707 -1.3800
N -5.8168 -1.6457 -0.2668
H -4.5705 -2.1024 -3.2431
H -4.2117 -0.5082 -2.5489
H -5.7561 -0.7609 -3.3752
C 1.4452 4.3400 -2.1800
C 0.4317 3.2598 -1.8760
N -0.2813 2.3781 -1.6230
H 2.5067 4.0947 -2.1473
H 1.3423 5.1373 -1.4440
H 1.3515 4.7866 -3.1699
C 0.4483 -4.1887 -1.9099
C 1.0944 -3.1414 -1.1049
N 1.6521 -2.3260 -0.4551
H -0.2959 -3.6176 -2.4650
H -0.0236 -4.9951 -1.3486
H 1.1447 -4.6488 -2.6109
C 4.0431 2.5507 -0.6508
C 2.9528 1.5942 -0.9138
N 2.1355 0.7707 -1.1253
H 4.9260 1.9130 -0.6063
H 3.7576 3.0140 0.2937
H 4.2224 3.2628 -1.4563
C -3.7697 -4.3068 -0.6617
C -2.7338 -3.2758 -0.5308
N -1.8537 -2.4538 -0.3638
H -4.5354 -3.9949 -1.3720
H -4.3851 -4.2875 0.2378
H -3.3040 -5.2662 -0.8872
C -4.8624 0.7281 1.5312
C -3.5518 0.4596 0.9213
N -2.4775 0.2844 0.4868
H -5.4703 1.1934 0.7552
H -4.7945 1.3291 2.4380
H -5.3846 -0.1921 1.7932
Cl -1.4591 5.9382 -1.0052
C -1.8575 5.8022 0.6857
C -2.2545 4.3447 1.0250
Cl -2.9653 4.2092 2.5955
H -2.7170 6.4030 0.9828
H -1.0813 6.1799 1.3513
H -1.4216 3.6419 1.0090
H -2.9657 3.9608 0.2936
Cl 6.3146 -0.1215 0.5476
C 5.5358 -1.7685 0.6858
C 6.1736 -2.8433 -0.1348
Cl 5.1594 -4.3912 -0.0416
H 4.5120 -1.6715 0.3244
H 5.3964 -2.0534 1.7286
H 7.1675 -3.0078 0.2814
H 6.1482 -2.5374 -1.1807
```

HOMO level: -10.256 eV
Total charge: 0
Multiplicity: 1
Strongest force on any atom: 8.3 eV Å⁻¹
Energy: -5061.1736 Eh
HOMO-LUMO gap: 8.81 eV

# 2
A cluster of 2 separate species, C4H13N2S2 in total at a distorted geometry, computed with ωB97M-V/def2-TZVPD.

Geometry as XYZ:
```
21
Properties=species:S:1:pos:R:3
C -1.2018 -1.2234 1.6281
C -0.1281 2.3356 -0.1366
C 0.5859 -0.1934 -1.9501
C 1.2402 0.3348 -0.6934
N 0.2398 -1.4463 1.2135
N 0.8603 1.3418 0.0426
S 0.0241 0.9964 -3.1726
S 2.7309 -0.3123 -0.2594
H -1.5983 -1.9947 2.4578
H -1.2570 -0.1959 2.0554
H -1.8610 -1.0996 0.7189
H 0.3783 3.1884 -0.6503
H -1.0922 2.1192 -0.4991
H -0.3909 2.9642 0.8350
H 1.2646 -0.9791 -2.3651
H -0.3312 -0.7157 -1.5658
H 0.8688 -1.8014 1.9963
H 1.4335 1.5972 0.7734
H 0.1655 -2.1523 0.5532
H -0.9985 0.3517 -3.5888
H 2.7008 -1.6456 -0.8377
```

HOMO level: -13.126 eV
Total charge: +1
Multiplicity: 1
Strongest force on any atom: 5.0 eV Å⁻¹
Energy: -1065.7630 Eh
HOMO-LUMO gap: 8.82 eV

# 3
A structure of composition C5H13N2O at a distorted geometry, computed with ωB97M-V/def2-TZVPD.

Geometry as XYZ:
```
21
Properties=species:S:1:pos:R:3
C -0.5188 0.8664 -1.9382
O -0.4199 -2.9283 -0.7995
C -0.2955 -0.0905 -1.0318
C 0.4949 0.1957 0.2921
C 1.3510 1.3644 0.2423
C 0.7306 2.5394 0.7989
N -0.4622 3.1773 0.0801
N -0.5221 -3.2377 1.6780
H -0.1904 1.8603 -1.5212
H -1.0578 0.8073 -2.9135
H -0.4461 -3.3646 -1.6637
H -0.5514 -1.2952 -1.1010
H -0.4120 0.2930 0.9639
H 0.9893 -0.7097 0.5661
H 2.3008 1.2034 -0.2241
H 0.5708 2.7334 1.8582
H -0.7015 4.0807 0.4285
H 0.4934 3.1273 -0.3622
H 0.3591 -3.1420 1.1956
H -1.2297 -3.5719 0.9775
H -0.4824 -3.9088 2.4740
```

HOMO level: -12.008 eV
Total charge: +1
Multiplicity: 1
Strongest force on any atom: 5.7 eV Å⁻¹
Energy: -382.3472 Eh
HOMO-LUMO gap: 3.81 eV

# 4
A structure of composition C23H41BrP2Tb at a distorted geometry, computed with ωB97M-V/def2-TZVPD.

Geometry as XYZ:
```
68
Properties=species:S:1:pos:R:3
Tb 1.7838 -0.1040 1.2933
C -0.3255 -0.5370 2.9634
C -0.1243 -1.7607 2.2395
C 1.7930 -1.3314 3.4623
C 0.8816 -0.2451 3.6801
C 1.1776 -2.2561 2.5568
C -1.6395 0.1408 3.1388
H -1.9673 0.7007 2.2511
H -1.6089 0.8636 3.9663
H -2.4313 -0.5951 3.3554
C 1.1214 0.9065 4.5857
H 0.1971 1.4630 4.7533
H 1.8653 1.6029 4.1690
H 1.5052 0.5546 5.5549
C 3.1360 -1.4840 4.0807
H 3.0715 -1.3549 5.1709
H 3.8518 -0.7329 3.7061
H 3.5485 -2.4823 3.8832
C 1.6768 -3.6030 2.1783
H 1.3773 -4.3721 2.9124
H 2.7723 -3.6170 2.1220
H 1.2789 -3.9101 1.2022
C -1.1718 -2.5281 1.5178
H -1.1603 -3.5884 1.8139
H -1.0150 -2.5135 0.4289
H -2.1785 -2.1350 1.7068
C -2.5186 2.4193 0.3757
C -3.4885 1.5374 0.1168
C -3.4153 0.4656 -0.9224
C -2.8068 0.9507 -2.2752
C -1.3991 0.3605 -2.5401
C -0.6370 -0.0322 -1.2533
C -0.4542 1.0172 -0.1281
C -1.1805 2.3583 -0.3087
H -4.4235 0.0771 -1.1267
H -2.8165 2.0502 -2.3261
H -2.8638 -0.4138 -0.5673
H -1.2336 2.5920 -1.3723
H -2.6405 3.2023 1.1315
H -4.4514 1.6156 0.6292
H -0.5125 3.1274 0.1079
H -0.7781 0.5748 0.8340
H -1.0302 -0.9777 -0.8450
H 0.6287 1.3427 -0.0045
H -3.4694 0.6475 -3.1167
H -1.5726 -0.5610 -3.1258
P -0.1658 1.3291 -3.4687
C -0.6419 3.0669 -3.5409
C -0.1748 0.8396 -5.2039
P 1.2662 -0.4801 -1.5981
C 1.4611 0.8784 -2.8170
C 1.1073 -2.0227 -2.5385
C 2.9397 -0.6908 -0.8185
H -0.0350 3.6937 -2.8705
H -1.7055 3.2458 -3.3498
H -0.4318 3.3843 -4.5724
H 0.4296 1.5964 -5.7206
H -1.1966 0.8584 -5.5987
H 0.2695 -0.1488 -5.3501
H 3.6935 -0.9673 -1.5761
H 2.9503 -1.5190 -0.0672
H 3.3198 0.2531 -0.3457
H 1.9372 1.7734 -2.3733
H 2.0712 0.5372 -3.6725
H 1.7831 -2.7757 -2.1091
H 1.3904 -1.8864 -3.5940
H 0.0847 -2.4225 -2.4921
Br 3.2954 2.0223 1.7022
```

HOMO level (alpha / beta): -8.800 / -8.152 eV
⟨S²⟩: 12.90
Total charge: +1
Multiplicity: 7
Strongest force on any atom: 3.4 eV Å⁻¹
Energy: -4981.8026 Eh
HOMO-LUMO gap (alpha / beta): 5.99 / 5.53 eV

# 5
A structure of composition C45H66IN6O3PSV at a distorted geometry, computed with ωB97M-V/def2-TZVPD.

Geometry as XYZ:
```
124
Properties=species:S:1:pos:R:3
V -1.3708 -0.9106 1.7259
N 2.5741 0.0734 3.3110
C 1.2573 -0.1177 3.0542
S 0.6702 -1.7272 2.8206
N 0.5458 0.9925 3.0360
N -0.7738 0.7591 2.7016
C -1.6023 1.6794 3.0467
C -1.2037 2.9359 3.7320
C -0.2117 3.7661 3.2077
C 0.1077 4.9596 3.8383
C -0.5422 5.3272 5.0129
C -1.5139 4.4955 5.5524
C -1.8459 3.3104 4.9089
C -3.0340 1.4041 2.7080
C -4.0431 2.3447 2.8147
C -5.3436 1.9849 2.4780
C -5.6039 0.7037 2.0343
C -4.5372 -0.1678 1.9200
N -3.2907 0.1757 2.2460
H 3.1016 -0.7195 3.6243
H 2.8409 0.9794 3.6653
H 0.3194 3.4704 2.3106
H 0.8775 5.5999 3.4183
H -0.2886 6.2575 5.5078
H -2.0129 4.7651 6.4767
H -2.5979 2.6578 5.3429
H -3.8106 3.3466 3.1498
H -6.1474 2.7088 2.5625
H -6.6071 0.3806 1.7807
H -4.6702 -1.1779 1.5451
C -1.9382 -3.9208 4.0886
C -2.8999 -3.0899 3.2785
C -3.8637 -3.9398 2.4740
O -2.1610 -2.2275 2.3673
H -2.4912 -4.4882 4.8450
H -1.2014 -3.2944 4.5852
H -1.4136 -4.6278 3.4348
H -3.4669 -2.4687 3.9640
H -4.2700 -3.3782 1.6255
H -4.6980 -4.2607 3.1051
H -3.3628 -4.8323 2.0823
I -3.7253 -2.6649 -1.6024
C -2.0448 -3.7490 -0.9453
C -2.0580 -5.1070 -1.2437
C -0.9922 -5.8724 -0.7997
C 0.0337 -5.2552 -0.1047
C -0.0472 -3.8941 0.1217
N -1.0826 -3.1284 -0.2774
H -2.8762 -5.5423 -1.8032
H -0.9672 -6.9380 -1.0008
H 0.8894 -5.8173 0.2614
H 0.7459 -3.3698 0.6424
O -1.7999 0.3448 0.0657
C -2.3761 1.3420 -0.4104
C -1.8649 2.7461 -0.2166
C -1.5051 3.4770 -1.5296
C -2.6951 4.0647 -2.2862
C -3.6546 3.0076 -2.8210
C -4.3342 2.2286 -1.7020
N -3.4991 1.1710 -1.1043
H -0.9933 2.6600 0.4193
H -2.6234 3.3287 0.3248
H -0.9641 2.7882 -2.1896
H -0.8144 4.2772 -1.2782
H -2.3287 4.6752 -3.1125
H -3.2453 4.7385 -1.6150
H -3.1135 2.2972 -3.4550
H -4.4193 3.4773 -3.4434
H -5.2283 1.7376 -2.0694
H -4.6521 2.9179 -0.9157
H -3.7603 0.2078 -1.2349
O 0.8294 -0.4206 0.0620
P 1.8964 -0.4010 -1.0136
C 2.5502 -2.0802 -1.2426
C 3.1927 -2.5574 0.0859
C 4.7184 -2.4242 0.0751
C 5.3657 -3.2625 -1.0565
C 4.3577 -3.5959 -2.1646
C 3.4557 -2.3971 -2.4641
C 3.2401 0.6498 -0.3634
C 4.5526 0.8966 -1.1469
C 4.5888 2.1903 -1.9652
C 4.1733 3.3937 -1.1254
C 2.7572 3.1831 -0.6009
C 2.6692 1.9377 0.2843
C 1.1193 0.2981 -2.5109
C -0.2828 -0.3280 -2.7238
C -0.2669 -1.5162 -3.6867
C 0.2802 -1.0904 -5.0483
C 1.7136 -0.5809 -4.9161
C 1.8821 0.5124 -3.8455
H 1.6082 -2.6182 -1.3683
H 2.9364 -3.6113 0.2362
H 2.7535 -2.0273 0.9296
H 5.1109 -2.7340 1.0448
H 4.9936 -1.3713 -0.0411
H 5.7855 -4.1869 -0.6531
H 6.2008 -2.7074 -1.4911
H 3.7299 -4.4414 -1.8616
H 4.8801 -3.9077 -3.0695
H 2.8374 -2.6212 -3.3255
H 4.0862 -1.5423 -2.7398
H 3.4874 -0.0017 0.4772
H 4.8012 0.0438 -1.7822
H 5.3590 0.9608 -0.4071
H 3.9147 2.1285 -2.8239
H 5.5954 2.3238 -2.3667
H 4.2337 4.3078 -1.7185
H 4.8620 3.5110 -0.2780
H 2.0812 3.0934 -1.4589
H 2.4252 4.0521 -0.0240
H 1.6435 1.7466 0.6083
H 3.2433 2.1346 1.1978
H 0.9619 1.2863 -2.0761
H -0.9390 0.4437 -3.1565
H -0.7047 -0.6055 -1.7633
H -1.2796 -1.9139 -3.7890
H 0.3539 -2.3269 -3.2742
H -0.3617 -0.2962 -5.4524
H 0.2467 -1.9191 -5.7604
H 2.0587 -0.1764 -5.8698
H 2.3631 -1.4233 -4.6963
H 1.5110 1.4513 -4.2724
H 2.9474 0.6627 -3.6649
```

HOMO level (alpha / beta): -9.839 / -10.093 eV
⟨S²⟩: 2.01
Total charge: +1
Multiplicity: 3
Strongest force on any atom: 4.6 eV Å⁻¹
Energy: -4289.8239 Eh
HOMO-LUMO gap (alpha / beta): 7.23 / 7.27 eV